No. 1
Below is 7 unconnected molecules or ions with the total composition C14H28Br14, with properties calculated with the ωB97M-V functional and the def2-TZVPD basis.

Calculated values
2S+1: 1
SMILES: BrCCBr.BrCCBr.BrCCBr.BrCCBr.BrCCBr.BrCCBr.BrCCBr
Frontier orbital gap: 10.27 eV
Charge: 0
ΔE to the lowest compared entry with this formula, charge and spin: 45.2 kJ/mol

Last column: Löwdin charge in e.
CARTESIAN COORDINATES (ANGSTROEM)
Br1 0.94603 -0.50037 4.39335  0.6644
C1 1.78283 0.69316 5.67283  -0.7341
C2 2.47748 -0.08296 6.73239  -0.7079
Br2 3.37589 1.16134 7.93729  0.6242
H1 1.01811 1.34537 6.08513  0.0605
H2 2.46746 1.34006 5.13258  -0.0179
H3 3.21106 -0.79702 6.37296  0.0576
H4 1.79246 -0.62960 7.37455  0.0531
Br3 -6.82674 1.92635 -5.42435  0.6479
C3 -5.58958 0.91880 -4.33624  -0.7302
C4 -4.21730 1.55465 -4.42454  -0.6857
Br4 -3.13956 0.96619 -2.91646  0.6829
H5 -5.63276 -0.14282 -4.55549  0.0652
H6 -5.91611 0.99475 -3.29810  0.0203
H7 -4.29455 2.63232 -4.36781  0.0439
H8 -3.72652 1.22533 -5.33511  0.0600
Br5 6.85150 0.15709 0.46467  0.6419
C5 5.02751 0.65429 0.90316  -0.7527
C6 5.03118 1.92271 1.68672  -0.6946
Br6 3.33639 2.22607 2.59681  0.6737
H9 4.61341 -0.18587 1.45500  0.0286
H10 4.42213 0.72360 0.00418  0.0009
H11 5.32521 2.80344 1.11915  0.0652
H12 5.77792 1.91520 2.47908  0.0449
Br7 3.37185 -3.26015 0.69488  0.6332
C7 1.59369 -3.89180 0.28419  -0.7174
C8 1.17197 -3.51103 -1.12527  -0.7784
Br8 -0.33744 -4.57195 -1.70190  0.6284
H13 0.84615 -3.59964 1.01645  0.0474
H14 1.68340 -4.97519 0.32802  0.0396
H15 1.97496 -3.74006 -1.81847  0.0263
H16 0.92800 -2.45360 -1.13969  -0.0421
Br9 1.72639 0.20553 -0.15750  0.7005
C9 0.17684 0.85261 0.82794  -0.6531
C10 -1.16550 0.53195 0.22040  -0.6460
Br10 -1.50614 -1.38442 0.26372  0.6870
H17 0.31189 1.92690 0.90782  0.0625
H18 0.25751 0.32201 1.77000  -0.0310
H19 -1.15336 0.82276 -0.83034  -0.0014
H20 -2.01197 1.03248 0.68272  0.0520
Br11 1.58029 3.32392 -4.27928  0.6190
C11 1.70188 1.58169 -3.41657  -0.7476
C12 2.58377 0.65551 -4.21612  -0.6863
Br12 2.58305 -1.10654 -3.40662  0.6581
H21 0.66558 1.25366 -3.38181  0.0367
H22 2.02853 1.74357 -2.39451  -0.0139
H23 3.59828 1.03701 -4.16972  0.0571
H24 2.20721 0.56904 -5.22786  0.0538
Br13 -5.13442 0.90328 2.02112  0.6082
C13 -5.14182 -0.91033 1.30457  -0.6971
C14 -5.37355 -0.87276 -0.19011  -0.7235
Br14 -7.25357 -0.54333 -0.57965  0.6153
H25 -5.94242 -1.43964 1.80786  0.0445
H26 -4.17636 -1.37611 1.47814  0.0086
H27 -5.18618 -1.81991 -0.68896  0.0563
H28 -4.72194 -0.12753 -0.63519  -0.0087

No. 2
Below is 8 unconnected molecules or ions with the total composition C28H74Cl3N7O7, with properties calculated with the ωB97M-V functional and the def2-TZVPD basis.

Calculated values
2S+1: 1
SMILES: COC[C@H](C)N.COC[C@H](C)N.COC[C@H](C)N.COC[C@H](C)N.COC[C@H](C)N.COC[C@H](C)N.ClC(Cl)Cl.CN(C)C=O
Frontier orbital gap: 9.37 eV
Charge: 0

Last column: Löwdin charge in e.
CARTESIAN COORDINATES (ANGSTROEM)
C1 8.40928 1.05222 1.49535  -0.1252
O1 7.87974 2.17642 0.84727  -0.1900
C2 7.51314 1.89852 -0.48652  -0.2272
C3 7.00205 3.16411 -1.16234  -0.4276
C4 5.68546 3.64557 -0.58956  -0.0582
N1 6.76527 2.87681 -2.60270  0.0273
H1 7.62177 0.27977 1.49287  0.0883
H2 8.68202 1.25973 2.52576  0.0852
H3 9.26009 0.58860 0.97971  0.0858
H4 8.40778 1.57716 -1.03744  0.1243
H5 6.77264 1.08685 -0.47638  0.1301
H6 7.87354 3.82786 -1.11685  0.1364
H7 4.97500 2.82400 -0.72264  0.0795
H8 5.26008 4.50912 -1.09968  0.0678
H9 5.73168 3.82669 0.48546  0.0790
H10 6.08576 3.53439 -2.96794  0.0540
H11 7.60831 3.13178 -3.11196  0.0675
C5 -0.57477 -4.73862 1.75726  -0.1069
O2 -0.12961 -5.65523 2.74245  -0.1924
C6 -1.08060 -6.65575 3.05318  -0.2120
C7 -0.41514 -7.70222 3.92991  -0.4239
C8 0.58231 -8.63760 3.26532  -0.0661
N2 -1.44538 -8.42555 4.74473  0.0339
H12 -1.66065 -4.61479 1.74323  0.0801
H13 -0.17047 -5.15502 0.82334  0.0916
H14 -0.11294 -3.75187 1.83110  0.0754
H15 -1.84367 -6.13919 3.64932  0.1134
H16 -1.60137 -7.08447 2.18657  0.1319
H17 0.14980 -7.20376 4.72325  0.1334
H18 1.46102 -8.13870 2.85428  0.0764
H19 0.04489 -9.22200 2.51355  0.0786
H20 1.01190 -9.30928 4.01182  0.0732
H21 -1.03790 -8.44140 5.66431  0.0588
H22 -1.68734 -9.33797 4.38831  0.0620
C9 -2.27824 -1.26190 0.56428  -0.1039
O3 -1.14697 -0.48819 0.88283  -0.2061
C10 -0.81723 0.48911 -0.10226  -0.1923
C11 0.71736 0.53544 -0.23299  -0.4332
C12 1.17259 1.70809 -1.06716  -0.0677
N3 1.31170 -0.70460 -0.76842  0.0574
H23 -2.18657 -2.17552 1.16125  0.0697
H24 -2.22766 -1.63832 -0.46195  0.0752
H25 -3.25232 -0.84218 0.82627  0.0792
H26 -1.26156 0.20455 -1.06081  0.0911
H27 -1.23612 1.44050 0.23314  0.1244
H28 1.05997 0.63914 0.80172  0.1168
H29 0.56784 2.59661 -0.87047  0.0692
H30 0.98983 1.49746 -2.12934  0.0780
H31 2.23030 1.95437 -1.03540  0.0663
H32 1.14911 -1.51448 -0.17858  0.0650
H33 0.74429 -0.86622 -1.60305  -0.0196
C13 1.58162 4.80302 -7.17199  -0.0967
O4 2.04624 4.80334 -5.82768  -0.1942
C14 1.28000 5.62557 -4.98725  -0.2333
C15 1.00406 4.92702 -3.63871  -0.4318
C16 0.38403 5.89395 -2.64624  -0.0713
N4 2.24648 4.40180 -3.03756  0.0417
H34 1.54152 5.79716 -7.62342  0.0866
H35 0.55438 4.42576 -7.17023  0.0876
H36 2.22681 4.13795 -7.73664  0.0869
H37 1.76864 6.60649 -4.90006  0.1293
H38 0.27695 5.90464 -5.34874  0.1231
H39 0.38287 4.04206 -3.80160  0.1369
H40 -0.61213 6.24393 -2.93100  0.0779
H41 0.95356 6.82010 -2.55207  0.0796
H42 0.30812 5.31890 -1.72335  0.0728
H43 2.78172 5.20568 -2.71616  0.0700
H44 2.75157 3.99164 -3.82181  0.0671
C17 0.40561 -0.51858 3.80393  -0.1256
O5 0.55712 0.76286 4.31252  -0.1984
C18 -0.07553 1.83062 3.62643  -0.1828
C19 0.75598 3.10636 3.92376  -0.4213
C20 2.23943 2.88299 3.50743  -0.0462
N5 0.54319 3.48283 5.30828  0.0320
H45 -0.63781 -0.86099 3.71737  0.0778
H46 0.99383 -1.22117 4.39290  0.0904
H47 0.73792 -0.64507 2.76081  0.0709
H48 -0.14300 1.74086 2.53880  0.1074
H49 -1.04609 1.92765 4.12029  0.1250
H50 0.35206 3.84186 3.22239  0.1291
H51 2.33727 3.18218 2.46395  0.0674
H52 2.50449 1.83732 3.64204  0.0693
H53 2.85161 3.52481 4.13855  0.0695
H54 0.83989 4.42047 5.54765  0.0677
H55 1.11874 2.86017 5.86984  0.0757
C21 -4.94681 -0.79433 -5.98877  -0.1340
O6 -5.14704 0.28412 -5.11660  -0.1771
C22 -5.31438 -0.07346 -3.76923  -0.2387
C23 -5.09511 1.14256 -2.85182  -0.4217
C24 -3.58801 1.42839 -2.83798  -0.0621
N6 -5.51015 0.90339 -1.46888  0.0386
H56 -5.19438 -0.43360 -6.98457  0.0893
H57 -5.49248 -1.69502 -5.68657  0.0799
H58 -3.91484 -1.16173 -6.05988  0.0494
H59 -6.31993 -0.48534 -3.61356  0.1283
H60 -4.56129 -0.81964 -3.47901  0.0858
H61 -5.69063 1.91182 -3.34619  0.1423
H62 -3.25224 2.31419 -2.29864  0.0763
H63 -3.29318 1.73351 -3.85185  0.0801
H64 -3.03981 0.51669 -2.60930  0.0555
H65 -5.13041 0.00967 -1.17073  0.0630
H66 -6.52125 0.83583 -1.40874  0.0693
Cl1 -0.60161 -2.03560 -3.30233  0.5822
C25 -1.38505 -3.24709 -4.31178  -1.4640
Cl2 -0.91598 -2.91642 -6.03423  0.4779
Cl3 -3.16009 -3.23727 -4.26781  0.5542
H67 -1.05949 -4.26153 -4.13071  0.0142
C26 -3.79528 -2.29799 5.45790  -0.0677
N7 -4.58403 -3.01630 4.48488  -0.2009
C27 -5.33813 -2.16309 3.58110  -0.0406
C28 -4.71363 -4.36821 4.42727  -0.3442
O7 -5.51595 -4.93895 3.71771  0.0108
H68 -3.12308 -1.63382 4.90402  0.0796
H69 -3.13108 -2.89274 6.08529  0.0873
H70 -4.40604 -1.69414 6.13119  0.0884
H71 -6.17171 -2.69025 3.12706  0.0851
H72 -5.82422 -1.36906 4.15314  0.0897
H73 -4.64835 -1.75638 2.84057  0.0779
H74 -3.98546 -4.82244 5.12327  0.1317